Formula: C12H20BrN4O3S
Source: the Open Molecules 2025 dataset
Level of theory: ωB97M-V with the def2-TZVPD basis set

CARTESIAN COORDINATES (ANGSTROEM)
C 2.280 -0.408 0.587
N 1.918 -0.223 2.023
C 1.553 -1.497 2.704
C 0.932 0.848 2.231
O 1.381 2.032 2.284
C -0.636 0.664 2.449
C -1.522 1.106 1.150
Br -1.413 -0.477 -0.079
C -2.993 1.316 1.751
C -4.173 1.254 0.670
S -5.530 0.118 1.312
C -4.659 -1.508 1.482
N -3.728 -1.933 2.496
N -3.289 -3.197 2.235
C -3.984 -3.545 1.044
O -4.861 -2.558 0.544
H 3.137 -1.182 0.525
H 1.431 -0.772 -0.081
H 2.757 0.587 0.228
H 1.806 -1.415 3.821
H 2.261 -2.313 2.294
H 0.496 -1.870 2.497
H -0.953 1.389 3.281
H -0.963 -0.380 2.778
H -3.042 2.368 2.228
H -3.127 0.581 2.634
H -3.842 1.001 -0.388
H -4.657 2.300 0.615
H -3.806 -4.565 0.585
C 1.634 1.285 -3.430
C 2.945 1.014 -2.743
O 3.037 0.954 -1.526
N 4.052 0.834 -3.518
C 4.153 0.866 -4.961
H 0.852 1.405 -2.679
H 1.697 2.207 -4.013
H 1.367 0.445 -4.076
H 4.890 0.658 -2.983
H 4.537 -0.099 -5.300
H 4.865 1.648 -5.237
H 3.195 1.063 -5.437

Atoms 1-2, force components in eV/Å:
C 1.556 0.647 -0.005
N -1.821 -0.717 0.042

Results
- orbital gap (eV) = 4.78
- HOMO level (eV) = -2.271
- net charge = -1

---

Formula: C3H6INS
Source: the Open Molecules 2025 dataset
Level of theory: ωB97M-V with the def2-TZVPD basis set

CARTESIAN COORDINATES (ANGSTROEM)
C 2.559 -0.209 -1.077
C -0.458 -1.161 0.394
C -1.895 0.669 0.408
N -0.609 0.029 0.278
S 2.218 1.310 -0.434
I 4.561 -0.384 -1.829
H 0.930 0.697 0.115
H 0.494 -1.797 0.355
H -1.244 -1.813 0.552
H -1.877 1.475 -0.325
H -2.882 0.042 0.203
H -1.797 1.141 1.360

Atoms 1-2, force components in eV/Å:
C 0.324 0.130 0.109
C 2.489 -5.047 0.171

Results
- orbital gap (eV) = 7.93
- HOMO level (eV) = -7.970
- ΔE to the lowest compared entry with this formula, charge and spin (kJ/mol) = 262.3

---

Formula: C5H11N2
Source: the Open Molecules 2025 dataset
Level of theory: ωB97M-V with the def2-TZVPD basis set

CARTESIAN COORDINATES (ANGSTROEM)
C 1.280 0.296 -1.476
C 0.908 1.454 0.434
C 1.180 -0.396 -0.194
C -1.692 -1.347 0.477
C -1.267 0.005 0.252
N 1.929 0.892 -0.359
N 0.187 0.117 0.724
H 1.875 -0.121 -2.309
H 0.408 0.861 -1.869
H 1.307 1.989 1.323
H 0.212 2.094 -0.023
H 1.625 -1.416 -0.123
H -0.998 -2.114 0.380
H -1.962 -1.568 1.512
H -2.589 -1.544 -0.178
H -1.714 0.864 0.701
H -1.107 0.343 -0.830
H 0.417 -0.407 1.555

Atoms 1-2, force components in eV/Å:
C -1.763 0.602 -2.222
C -0.113 1.151 3.254

Results
- orbital gap (eV) = 11.58
- HOMO level (eV) = -14.684
- net charge = +1
- ΔE to the lowest compared entry with this formula, charge and spin (kJ/mol) = 342.4

---

Formula: C5H13N6
Source: the Open Molecules 2025 dataset
Level of theory: ωB97M-V with the def2-TZVPD basis set

CARTESIAN COORDINATES (ANGSTROEM)
C -1.334 -1.152 0.120
C -0.890 1.266 0.172
C 1.143 -0.161 0.365
C 1.764 -0.347 1.744
C 1.428 -0.247 -1.980
N -0.164 -1.474 0.210
N -1.752 0.278 0.143
N 0.388 1.062 0.206
N -2.417 -1.927 0.146
N -1.430 2.489 0.324
N 1.960 -0.456 -0.665
H 2.145 0.537 2.108
H 2.597 -1.064 1.603
H 1.065 -0.747 2.434
H 0.364 -0.506 -1.933
H 1.495 0.767 -2.342
H 2.040 -0.906 -2.721
H -2.672 0.517 0.090
H 0.851 1.906 0.392
H -2.472 -2.821 0.546
H -3.244 -1.642 -0.301
H -2.376 2.457 0.059
H -1.034 3.463 -0.027
H 2.545 -1.292 -0.690

Atoms 1-2, force components in eV/Å:
C -1.141 2.209 0.642
C -1.016 -0.224 0.339

Results
- orbital gap (eV) = 9.53
- HOMO level (eV) = -12.534
- net charge = +1
- ΔE to the lowest compared entry with this formula, charge and spin (kJ/mol) = 146.4

---

Formula: C25H32N2O6
Source: the Open Molecules 2025 dataset
Level of theory: ωB97M-V with the def2-TZVPD basis set

CARTESIAN COORDINATES (ANGSTROEM)
C -0.472 3.234 2.325
C 0.173 2.853 0.997
O 0.258 1.456 0.815
C -0.883 0.734 0.579
C -2.115 1.252 0.218
C -3.202 0.430 -0.047
N -4.415 1.087 -0.409
C -5.479 0.944 0.574
C -6.615 1.889 0.181
O -7.099 1.606 -1.111
C -6.063 1.697 -2.062
C -4.917 0.740 -1.730
C -3.062 -0.963 0.055
O -4.174 -1.715 -0.192
C -4.075 -3.126 -0.245
C -3.400 -3.626 -1.518
C -1.829 -1.488 0.423
C -0.750 -0.660 0.686
N 0.504 -1.144 1.075
C 0.948 -2.416 1.081
O 0.308 -3.402 0.782
C 2.411 -2.530 1.546
O 3.322 -1.852 0.689
C 3.585 -0.564 0.947
O 3.031 0.056 1.831
C 4.613 0.003 0.053
C 5.266 -0.775 -0.898
C 6.231 -0.207 -1.717
C 6.961 -1.035 -2.729
C 6.527 1.143 -1.569
C 5.884 1.936 -0.626
C 6.218 3.392 -0.508
C 4.923 1.355 0.185
H 0.084 2.785 3.144
H -0.464 4.314 2.441
H -1.499 2.880 2.370
H 1.214 3.185 0.977
H -0.356 3.321 0.157
H -2.274 2.313 0.118
H -5.089 1.220 1.556
H -5.862 -0.088 0.615
H -7.465 1.777 0.857
H -6.250 2.927 0.220
H -6.510 1.448 -3.026
H -5.676 2.727 -2.091
H -4.108 0.861 -2.454
H -5.288 -0.295 -1.772
H -3.563 -3.512 0.644
H -5.115 -3.463 -0.218
H -2.362 -3.309 -1.559
H -3.918 -3.233 -2.391
H -3.436 -4.711 -1.545
H -1.677 -2.549 0.520
H 1.142 -0.406 1.367
H 2.497 -2.129 2.564
H 2.701 -3.582 1.523
H 5.018 -1.820 -0.991
H 7.119 -0.473 -3.647
H 6.409 -1.942 -2.960
H 7.938 -1.322 -2.340
H 7.280 1.589 -2.205
H 5.799 3.940 -1.352
H 5.812 3.810 0.408
H 7.296 3.540 -0.517
H 4.399 1.934 0.931

Atoms 1-2, force components in eV/Å:
C 0.119 -0.240 -0.316
C -0.024 0.417 0.212

Results
- orbital gap (eV) = 7.90
- HOMO level (eV) = -7.620
- ΔE to the lowest compared entry with this formula, charge and spin (kJ/mol) = 150.2
- structure (SMILES) = CCOc1cc(N2CCOCC2)c(OCC)cc1NC(=O)COC(=O)c1cc(C)cc(C)c1

---

Formula: C6H13N4S
Source: the Open Molecules 2025 dataset
Level of theory: ωB97M-V with the def2-TZVPD basis set

CARTESIAN COORDINATES (ANGSTROEM)
C -1.310 0.435 2.762
C -0.695 -1.136 1.049
C 1.715 -0.577 -1.880
C -0.049 -1.827 0.079
C -0.322 0.861 -1.183
C 1.038 0.233 -0.818
N -2.316 0.162 2.022
N -1.984 -0.681 1.137
N 1.773 0.560 0.237
N -0.591 1.968 -0.342
S 0.112 -0.439 2.453
H -1.523 1.042 3.577
H 2.224 0.327 -2.445
H 0.962 -1.226 -2.408
H 2.446 -1.268 -1.468
H -0.558 -2.286 -0.865
H 0.903 -2.324 0.239
H -0.996 -0.036 -1.122
H -0.352 1.194 -2.208
H 2.707 0.163 0.262
H 1.429 1.255 0.984
H -2.709 -1.123 0.472
H -1.301 1.871 0.326
H -0.602 2.851 -0.857

Atoms 1-2, force components in eV/Å:
C -1.142 0.030 0.234
C 0.852 -0.164 0.775

Results
- orbital gap (alpha / beta) (eV) = 8.19 / 8.19
- HOMO level (alpha / beta) (eV) = -11.618 / -11.619
- net charge = +1
- ΔE to the lowest compared entry with this formula, charge and spin (kJ/mol) = 203.2

---

no.,molar mass (u)
1,380.29
2,215.06
3,99.16
4,157.20
5,456.54
6,173.26